Entry 1:
Molecular formula: C36H37F3O3P2SSn
Method: DFT, ωB97M-V/def2-TZVPD

Summary:
- HOMO level: -7.4029 eV
- Gap between HOMO and LUMO: 0.1801 Ha

Element x y z (Å)
Sn (-0.61, 2.69, -1.65)
C (-1.85, 1.05, -2.18)
C (-1.12, -0.21, -2.06)
C (-0.02, -0.50, -3.08)
C (1.24, 0.37, -2.94)
C (1.02, 1.87, -2.91)
C (0.07, 2.58, -3.72)
C (-1.08, 1.96, -4.50)
C (-2.23, 1.36, -3.63)
C (0.00, 1.71, 0.20)
H (-2.93, 1.04, -1.46)
H (-1.86, -1.05, -2.14)
H (-0.41, -0.40, -4.10)
H (0.28, -1.55, -2.97)
H (1.80, 0.06, -2.04)
H (1.91, 0.11, -3.78)
H (1.91, 2.43, -2.60)
H (0.41, 3.55, -4.09)
H (-0.73, 1.20, -5.22)
H (-1.53, 2.76, -5.12)
H (-3.07, 2.07, -3.62)
H (-2.61, 0.45, -4.12)
H (0.19, 2.50, 0.94)
H (0.90, 1.10, 0.04)
H (-0.81, 1.08, 0.57)
P (-0.60, -1.41, -0.24)
P (2.57, -1.06, 1.17)
C (0.82, -2.40, -0.60)
C (2.09, -1.91, -0.35)
C (-1.92, -2.55, 0.23)
C (-2.31, -3.65, -0.55)
C (-3.38, -4.44, -0.13)
C (-4.05, -4.14, 1.07)
C (-3.65, -3.04, 1.84)
C (-2.59, -2.26, 1.43)
C (-3.80, 1.20, -0.57)
C (-3.79, 2.41, 0.09)
C (-4.57, 2.60, 1.25)
C (-5.44, 1.59, 1.67)
C (-5.47, 0.37, 0.98)
C (-4.67, 0.20, -0.17)
C (4.14, -1.95, 1.56)
C (4.05, -3.33, 1.79)
C (5.20, -4.09, 2.02)
C (6.45, -3.46, 2.05)
C (6.54, -2.07, 1.88)
C (5.39, -1.31, 1.67)
C (3.24, 0.55, 0.57)
C (3.01, 1.68, 1.37)
C (3.44, 2.94, 0.95)
C (4.13, 3.07, -0.26)
C (4.39, 1.94, -1.04)
C (3.93, 0.68, -0.64)
H (0.65, -3.40, -1.02)
H (2.94, -2.23, -0.97)
H (-1.78, -3.87, -1.48)
H (-3.70, -5.29, -0.73)
H (-4.87, -4.77, 1.41)
H (-4.18, -2.79, 2.77)
H (-2.26, -1.40, 2.02)
H (-3.13, 3.21, -0.25)
H (-4.53, 3.55, 1.77)
H (-6.05, 1.76, 2.56)
H (-6.11, -0.44, 1.34)
H (-4.72, -0.75, -0.72)
H (3.07, -3.82, 1.77)
H (5.12, -5.17, 2.15)
H (7.36, -4.05, 2.21)
H (7.52, -1.58, 1.89)
H (5.47, -0.23, 1.56)
H (2.45, 1.58, 2.31)
H (3.23, 3.81, 1.57)
H (4.48, 4.06, -0.58)
H (4.96, 2.04, -1.96)
H (4.13, -0.19, -1.26)
F (-0.72, 3.18, 5.00)
C (-0.86, 1.96, 4.43)
F (0.31, 1.62, 3.82)
F (-1.10, 1.05, 5.40)
S (-2.25, 1.95, 3.19)
O (-2.18, 0.59, 2.65)
O (-3.42, 2.24, 4.01)
O (-1.87, 2.99, 2.24)

Löwdin population analysis, charges in e, atoms 1 to 6:
1. Sn 1.2171
2. C -0.3539
3. C -0.3101
4. C -0.2033
5. C -0.1809
6. C -0.2941

=====

Entry 2:
Molecular formula: C36H37F3O3P2SSn
Method: DFT, ωB97M-V/def2-TZVPD

Summary:
- Charge: +2
- HOMO level: -13.3185 eV
- Gap between HOMO and LUMO: 0.1648 Ha

Element x y z (Å)
Sn (-0.67, 1.76, 2.34)
C (0.87, -3.97, -3.00)
C (1.94, -3.47, -2.37)
C (3.09, -2.73, -2.99)
C (2.82, -2.06, -4.35)
C (1.70, -1.06, -4.35)
C (0.39, -1.29, -4.55)
C (-0.26, -2.60, -4.85)
C (0.52, -3.88, -4.46)
C (-1.79, 3.64, 2.54)
H (0.16, -4.58, -2.42)
H (2.08, -3.70, -1.31)
H (3.95, -3.42, -3.13)
H (3.44, -1.97, -2.28)
H (3.74, -1.50, -4.61)
H (2.70, -2.82, -5.12)
H (2.04, -0.02, -4.23)
H (-0.29, -0.43, -4.61)
H (-0.48, -2.67, -5.93)
H (-1.24, -2.63, -4.36)
H (-0.15, -4.73, -4.68)
H (1.39, -3.99, -5.11)
H (-2.83, 3.37, 2.76)
H (-1.73, 4.21, 1.61)
H (-1.38, 4.23, 3.37)
P (0.48, -0.56, 1.65)
P (-0.36, 2.02, -0.32)
C (1.02, -0.39, -0.05)
C (0.74, 0.69, -0.83)
C (1.92, -0.84, 2.72)
C (3.05, -1.49, 2.20)
C (4.16, -1.72, 3.02)
C (4.15, -1.27, 4.35)
C (3.04, -0.58, 4.86)
C (1.93, -0.37, 4.05)
C (-0.63, -2.00, 1.81)
C (-1.94, -1.94, 1.29)
C (-2.80, -3.03, 1.41)
C (-2.34, -4.20, 2.03)
C (-1.04, -4.27, 2.54)
C (-0.19, -3.18, 2.43)
C (0.41, 3.65, -0.65)
C (1.47, 4.11, 0.16)
C (2.05, 5.34, -0.10)
C (1.59, 6.13, -1.17)
C (0.53, 5.68, -1.96)
C (-0.07, 4.45, -1.70)
C (-1.91, 1.89, -1.24)
C (-3.13, 2.34, -0.70)
C (-4.29, 2.28, -1.47)
C (-4.24, 1.74, -2.76)
C (-3.03, 1.26, -3.30)
C (-1.87, 1.33, -2.53)
H (1.60, -1.24, -0.45)
H (1.16, 0.80, -1.84)
H (3.05, -1.83, 1.17)
H (5.02, -2.26, 2.62)
H (5.02, -1.44, 4.98)
H (3.05, -0.22, 5.89)
H (1.05, 0.14, 4.45)
H (-2.29, -1.02, 0.80)
H (-3.81, -2.97, 1.01)
H (-3.01, -5.06, 2.12)
H (-0.69, -5.18, 3.04)
H (0.82, -3.21, 2.85)
H (1.81, 3.50, 1.00)
H (2.87, 5.70, 0.53)
H (2.06, 7.09, -1.37)
H (0.17, 6.30, -2.79)
H (-0.92, 4.11, -2.30)
H (-3.16, 2.74, 0.32)
H (-5.23, 2.65, -1.07)
H (-5.14, 1.68, -3.36)
H (-2.98, 0.85, -4.31)
H (-0.92, 0.96, -2.93)
F (-2.92, 2.60, 5.40)
C (-2.10, 1.54, 5.59)
F (-0.81, 1.95, 5.30)
F (-2.12, 1.19, 6.89)
S (-2.52, 0.13, 4.43)
O (-1.38, -0.76, 4.54)
O (-3.82, -0.34, 4.79)
O (-2.55, 0.81, 3.05)

Löwdin population analysis, charges in e, atoms 1 to 6:
1. Sn 1.2850
2. C -0.0962
3. C -0.1358
4. C -0.1924
5. C -0.1952
6. C -0.1115

=====

Entry 3:
Molecular formula: C36H37F6N4
Method: DFT, ωB97M-V/def2-TZVPD

Summary:
- Charge: +1
- HOMO level: -9.9156 eV
- Gap between HOMO and LUMO: 0.2729 Ha

Element x y z (Å)
C (-3.21, 2.35, -0.87)
N (-2.37, 2.28, 0.31)
C (-1.54, 3.46, 0.53)
C (-1.30, 3.76, 1.98)
C (-1.00, 2.50, 2.73)
N (-1.80, 1.36, 2.34)
C (-1.99, 0.39, 3.41)
C (-2.43, 1.23, 1.16)
C (-3.38, 0.01, 1.01)
C (-3.22, -1.13, 0.01)
C (-4.47, -2.04, -0.19)
C (-5.79, -1.53, -0.29)
C (-6.86, -2.37, -0.60)
C (-6.68, -3.77, -0.72)
N (-7.79, -4.61, -0.71)
C (-7.69, -6.05, -1.10)
C (-8.00, -6.18, -2.56)
F (-8.08, -7.46, -3.02)
F (-7.02, -5.51, -3.27)
F (-9.20, -5.56, -2.84)
C (-8.99, -4.28, -0.03)
C (-9.21, -4.76, 1.27)
C (-10.37, -4.39, 1.95)
C (-11.33, -3.60, 1.32)
C (-11.16, -3.22, -0.02)
C (-10.00, -3.58, -0.70)
C (-5.37, -4.25, -0.75)
C (-4.30, -3.40, -0.45)
C (-1.95, -1.91, 0.40)
C (-0.77, -1.53, -0.21)
C (0.40, -2.20, 0.08)
C (0.42, -3.16, 1.11)
N (1.61, -3.64, 1.61)
C (2.87, -3.51, 0.88)
C (3.01, -4.68, -0.05)
F (4.20, -4.75, -0.70)
F (2.85, -5.84, 0.66)
F (2.00, -4.64, -0.98)
C (1.72, -4.08, 2.96)
C (1.37, -5.40, 3.30)
C (1.58, -5.86, 4.60)
C (2.12, -5.00, 5.56)
C (2.46, -3.69, 5.23)
C (2.29, -3.23, 3.92)
C (-0.80, -3.55, 1.71)
C (-1.97, -2.89, 1.40)
H (-4.27, 2.19, -0.64)
H (-3.09, 3.35, -1.29)
H (-2.89, 1.62, -1.63)
H (-0.57, 3.34, 0.02)
H (-2.03, 4.32, 0.07)
H (-0.46, 4.45, 2.09)
H (-2.17, 4.26, 2.42)
H (0.06, 2.25, 2.63)
H (-1.20, 2.67, 3.79)
H (-3.04, 0.07, 3.50)
H (-1.34, -0.49, 3.29)
H (-1.76, 0.91, 4.34)
H (-3.36, -0.52, 1.97)
H (-4.41, 0.39, 0.95)
H (-3.02, -0.71, -1.01)
H (-5.98, -0.47, -0.11)
H (-7.84, -1.96, -0.80)
H (-8.47, -6.59, -0.52)
H (-6.69, -6.45, -0.90)
H (-8.44, -5.39, 1.73)
H (-10.51, -4.73, 2.98)
H (-12.22, -3.28, 1.86)
H (-11.92, -2.64, -0.54)
H (-9.86, -3.34, -1.76)
H (-5.17, -5.29, -1.01)
H (-3.32, -3.85, -0.38)
H (-0.77, -0.72, -0.94)
H (1.31, -1.97, -0.47)
H (2.89, -2.58, 0.30)
H (3.68, -3.54, 1.63)
H (0.96, -6.04, 2.51)
H (1.31, -6.89, 4.84)
H (2.27, -5.36, 6.57)
H (2.87, -3.01, 5.97)
H (2.56, -2.21, 3.61)
H (-0.82, -4.40, 2.38)
H (-2.90, -3.18, 1.89)

Löwdin population analysis, charges in e, atoms 1 to 6:
1. C -0.0063
2. N -0.0680
3. C -0.1339
4. C -0.1441
5. C -0.1380
6. N -0.0617

=====

Entry 4:
Molecular formula: C36H37HfN3O4P2S2
Method: DFT, ωB97M-V/def2-TZVPD

Summary:
- Charge: -1
- Spin multiplicity: 2
- HOMO level (alpha / beta): -2.4931 / -3.0091 eV
- Gap between HOMO and LUMO (alpha / beta): 0.1861 / 0.2050 Ha

Element x y z (Å)
Hf (0.02, -0.02, 0.68)
O (-1.90, -1.51, 2.91)
N (-1.32, -1.42, 1.61)
C (-0.28, -2.30, 1.48)
C (0.42, -2.42, 0.29)
C (1.66, -3.18, 0.34)
C (2.49, -3.30, -0.72)
C (2.19, -2.62, -1.95)
C (1.05, -1.90, -2.05)
C (0.06, -1.74, -0.99)
P (-1.68, -1.57, -1.56)
C (-1.74, 0.21, -1.99)
C (-0.48, 1.03, -2.40)
C (-0.68, 2.06, -3.42)
C (-1.90, 2.44, -3.84)
C (-3.08, 1.73, -3.41)
C (-3.00, 0.65, -2.62)
C (-1.60, -2.35, -3.23)
C (-1.54, -1.64, -4.43)
C (-1.48, -2.31, -5.65)
C (-1.48, -3.70, -5.69)
C (-1.54, -4.41, -4.50)
C (-1.61, -3.74, -3.29)
H (-2.47, -0.74, 2.93)
H (0.14, -2.74, 2.38)
H (1.88, -3.71, 1.26)
H (3.37, -3.93, -0.65)
H (2.85, -2.70, -2.80)
H (0.82, -1.46, -3.01)
H (0.47, 0.51, -2.45)
H (0.21, 2.52, -3.85)
H (-2.00, 3.24, -4.56)
H (-4.04, 2.02, -3.82)
H (-3.88, 0.04, -2.43)
H (-1.52, -0.56, -4.42)
H (-1.43, -1.74, -6.57)
H (-1.43, -4.22, -6.64)
H (-1.54, -5.50, -4.52)
H (-1.66, -4.30, -2.36)
C (2.42, 5.23, 3.91)
C (1.57, 4.00, 4.12)
O (2.16, 2.93, 3.36)
P (1.37, 1.55, 3.20)
S (2.32, 0.37, 1.90)
S (-0.53, 1.77, 2.63)
O (1.46, 1.00, 4.70)
C (0.75, -0.21, 5.04)
C (-0.34, 0.11, 6.03)
H (1.99, 6.07, 4.46)
H (2.46, 5.49, 2.86)
H (3.44, 5.06, 4.27)
H (0.55, 4.16, 3.76)
H (1.53, 3.71, 5.17)
H (1.50, -0.89, 5.46)
H (0.33, -0.66, 4.14)
H (0.08, 0.58, 6.93)
H (-0.85, -0.81, 6.32)
H (-1.06, 0.79, 5.58)
C (-1.06, 1.16, -1.01)
C (-1.74, 2.39, -0.56)
C (-1.09, 3.63, -0.66)
C (-1.64, 4.77, -0.09)
C (-2.85, 4.71, 0.58)
C (-3.51, 3.49, 0.67)
C (-2.96, 2.35, 0.10)
H (-0.14, 3.68, -1.17)
H (-1.11, 5.71, -0.16)
H (-3.28, 5.59, 1.03)
H (-4.46, 3.42, 1.19)
H (-3.48, 1.40, 0.18)
N (5.37, -1.56, 0.30)
C (5.92, -1.16, -0.87)
O (7.10, -1.35, -1.14)
C (5.00, -0.46, -1.81)
C (5.25, -0.50, -3.17)
C (4.36, 0.13, -4.03)
C (3.27, 0.79, -3.48)
N (3.03, 0.86, -2.18)
C (3.88, 0.24, -1.37)
H (5.96, -2.07, 0.94)
H (4.37, -1.63, 0.42)
H (6.13, -1.02, -3.53)
H (4.51, 0.11, -5.10)
H (2.55, 1.28, -4.13)
H (3.67, 0.32, -0.31)

Löwdin population analysis, charges in e, atoms 1 to 6:
1. Hf 1.0606
2. O -0.1191
3. N -0.2527
4. C -0.2671
5. C -0.3634
6. C -0.0904

=====

Entry 5:
Molecular formula: C36H37MgNOP2
Method: DFT, ωB97M-V/def2-TZVPD

Summary:
- HOMO level: -7.7277 eV
- Gap between HOMO and LUMO: 0.2463 Ha

Element x y z (Å)
Mg (1.87, -0.96, 2.06)
C (-2.83, 0.08, 6.58)
C (-2.55, 0.07, 5.26)
C (-3.12, 1.10, 4.31)
C (-2.03, 1.98, 3.64)
C (-1.15, 2.75, 4.60)
C (-1.31, 2.91, 5.92)
C (-2.52, 2.70, 6.81)
C (-2.75, 1.30, 7.46)
C (3.38, -0.31, 3.46)
H (-3.11, -0.83, 7.10)
H (-1.92, -0.71, 4.80)
H (-3.82, 1.75, 4.85)
H (-3.68, 0.58, 3.51)
H (-1.34, 1.31, 3.07)
H (-2.55, 2.63, 2.91)
H (-0.28, 3.22, 4.11)
H (-0.47, 3.38, 6.45)
H (-3.46, 3.02, 6.33)
H (-2.37, 3.39, 7.67)
H (-1.96, 1.18, 8.22)
H (-3.70, 1.35, 8.02)
H (3.66, -1.04, 4.26)
H (2.78, 0.52, 3.87)
H (4.32, 0.17, 3.12)
P (0.20, -2.28, -2.37)
P (2.11, 0.25, -2.78)
C (-0.41, -0.74, -3.07)
C (0.41, 0.32, -3.25)
C (-0.55, -3.42, -3.65)
C (-1.69, -3.07, -4.40)
C (-2.19, -3.93, -5.39)
C (-1.58, -5.17, -5.61)
C (-0.42, -5.51, -4.89)
C (0.10, -4.63, -3.94)
C (-0.92, -2.41, -0.88)
C (-0.72, -1.50, 0.18)
C (-1.55, -1.55, 1.29)
C (-2.61, -2.46, 1.36)
C (-2.83, -3.34, 0.29)
C (-1.96, -3.35, -0.80)
C (2.76, 0.91, -4.44)
C (2.55, 0.13, -5.59)
C (2.96, 0.60, -6.84)
C (3.52, 1.88, -6.95)
C (3.65, 2.70, -5.83)
C (3.29, 2.20, -4.57)
C (2.21, 1.80, -1.78)
C (3.37, 2.01, -1.01)
C (3.50, 3.17, -0.25)
C (2.48, 4.13, -0.25)
C (1.35, 3.95, -1.05)
C (1.20, 2.77, -1.79)
H (-1.44, -0.67, -3.41)
H (0.06, 1.22, -3.75)
H (-2.22, -2.14, -4.24)
H (-3.06, -3.62, -5.97)
H (-2.00, -5.86, -6.34)
H (0.07, -6.47, -5.08)
H (1.01, -4.89, -3.40)
H (0.09, -0.75, 0.13)
H (-1.32, -0.93, 2.17)
H (-3.27, -2.46, 2.23)
H (-3.68, -4.02, 0.30)
H (-2.10, -4.06, -1.61)
H (2.06, -0.84, -5.51)
H (2.84, -0.02, -7.73)
H (3.83, 2.26, -7.93)
H (4.02, 3.72, -5.91)
H (3.41, 2.84, -3.69)
H (4.15, 1.24, -1.01)
H (4.41, 3.31, 0.34)
H (2.58, 5.02, 0.37)
H (0.57, 4.71, -1.09)
H (0.27, 2.64, -2.36)
O (1.34, -2.19, 5.43)
C (0.81, -1.73, 4.46)
N (0.27, -1.28, 3.45)

Löwdin population analysis, charges in e, atoms 1 to 6:
1. Mg 0.9404
2. C -0.1085
3. C -0.1126
4. C -0.1959
5. C -0.1989
6. C -0.1182

=====

Entry 6:
Molecular formula: C36H37NP2SW
Method: DFT, ωB97M-V/def2-TZVPD

Summary:
- Charge: +2
- Spin multiplicity: 3
- HOMO level (alpha / beta): -13.1584 / -14.0535 eV
- Gap between HOMO and LUMO (alpha / beta): 0.2269 / 0.2542 Ha

Element x y z (Å)
W (0.93, 0.00, 1.51)
C (-0.40, -0.50, 3.83)
C (-1.28, -0.58, 2.75)
C (-2.35, 0.47, 2.51)
C (-1.87, 1.80, 1.91)
C (-0.35, 1.99, 1.85)
C (0.39, 2.15, 3.02)
C (-0.25, 2.02, 4.37)
C (-0.59, 0.59, 4.84)
C (0.28, -1.69, 0.58)
H (0.12, -1.40, 4.17)
H (-1.54, -1.59, 2.41)
H (-2.88, 0.70, 3.46)
H (-3.10, 0.05, 1.81)
H (-2.24, 1.85, 0.87)
H (-2.33, 2.64, 2.49)
H (-0.04, 2.57, 0.98)
H (1.33, 2.69, 2.98)
H (-1.17, 2.64, 4.40)
H (0.39, 2.47, 5.15)
H (0.01, 0.40, 5.75)
H (-1.64, 0.60, 5.18)
H (0.04, -2.41, 1.33)
H (1.30, -1.78, 0.22)
H (-0.49, -0.47, 0.72)
P (-0.89, -1.73, -0.81)
P (1.44, 0.86, -0.65)
C (-1.20, -0.01, -1.19)
C (-0.29, 1.01, -1.21)
C (-0.51, -2.59, -2.33)
C (-1.34, -2.30, -3.41)
C (-1.22, -2.97, -4.62)
C (-0.25, -3.96, -4.78)
C (0.59, -4.26, -3.71)
C (0.46, -3.58, -2.50)
C (-2.33, -2.57, -0.12)
C (-3.42, -1.86, 0.38)
C (-4.38, -2.51, 1.15)
C (-4.42, -3.89, 1.20)
C (-3.47, -4.62, 0.49)
C (-2.42, -3.97, -0.14)
C (2.23, 1.01, -2.52)
C (2.05, -0.05, -3.43)
C (2.58, -0.04, -4.74)
C (3.29, 1.07, -5.20)
C (3.44, 2.17, -4.35)
C (2.89, 2.14, -3.05)
C (1.93, 2.60, -0.25)
C (3.08, 2.68, 0.54)
C (3.39, 3.86, 1.21)
C (2.58, 4.98, 1.03)
C (1.50, 4.94, 0.15)
C (1.21, 3.76, -0.55)
H (-2.23, 0.15, -1.52)
H (-0.55, 1.95, -1.71)
H (-2.11, -1.53, -3.29)
H (-1.88, -2.70, -5.45)
H (-0.14, -4.47, -5.73)
H (1.36, -5.02, -3.82)
H (1.11, -3.83, -1.66)
H (-3.53, -0.81, 0.18)
H (-5.07, -1.92, 1.73)
H (-5.21, -4.39, 1.77)
H (-3.53, -5.69, 0.47)
H (-1.66, -4.56, -0.63)
H (1.48, -0.93, -3.12)
H (2.44, -0.90, -5.40)
H (3.70, 1.09, -6.21)
H (3.97, 3.05, -4.70)
H (3.02, 3.04, -2.44)
H (3.71, 1.80, 0.69)
H (4.28, 3.92, 1.85)
H (2.81, 5.91, 1.55)
H (0.88, 5.81, 0.00)
H (0.39, 3.73, -1.26)
S (2.74, -0.32, 2.95)
C (2.61, 0.38, 4.49)
N (2.62, 0.84, 5.60)

Löwdin population analysis, charges in e, atoms 1 to 6:
1. W 0.9004
2. C -0.1469
3. C -0.1869
4. C -0.1648
5. C -0.1653
6. C -0.2548